Record 1
{"formula": "C3H3ClN2O2", "method": "ωB97M-V with the def2-TZVPD basis set", "species": ["C", "C", "C", "N", "N", "O", "O", "Cl", "H", "H", "H"], "positions_angstrom": [[-1.5155, -0.3353, -0.2751], [1.7215, -0.2201, 0.1618], [-0.4552, 0.7107, -0.2400], [-1.1032, -1.4446, 0.2776], [-0.6976, -2.4295, 0.5555], [2.7926, -0.5406, 0.2109], [0.5928, -0.2775, -0.1793], [1.9088, 2.0444, 0.5384], [-2.5935, -0.2469, -0.4344], [-0.3656, 1.3691, -1.2367], [-0.2851, 1.3704, 0.6213]], "forces_ev_per_a": [[-1.882, 0.412, 0.530], [2.347, 5.177, 0.645], [-0.688, 1.384, -1.942], [-2.540, 1.326, -1.417], [0.774, -2.766, 1.363], [3.009, -2.773, 0.421], [-1.307, -0.701, -1.856], [0.169, -0.321, 0.180], [0.656, 0.163, 0.090], [-0.063, -1.641, 2.232], [-0.473, -0.260, -0.246]], "mulliken_charge": [-0.37, 0.66, -0.40, 0.51, -0.52, -0.20, -0.23, -0.59, 0.40, 0.30, 0.43], "de_lowest_kcal_mol": 110.2, "orbital_gap_ev": 9.3}

Record 2
{"formula": "CH11N2O3", "method": "ωB97M-V with the def2-TZVPD basis set", "species": ["N", "C", "N", "H", "H", "H", "H", "H", "H", "H", "O", "H", "H", "O", "H", "H", "O"], "positions_angstrom": [[-0.3652, 2.0324, -1.0159], [0.5081, 1.1670, -1.4131], [1.0468, 0.2025, -0.6664], [-1.0437, 1.6477, -0.2621], [-0.8628, 2.5507, -1.7392], [0.7023, 0.9923, -2.4589], [1.1430, -0.7350, -1.0487], [1.3017, 0.4032, 0.3119], [-2.9739, 0.5247, 1.1336], [-2.0851, -0.2697, 0.3469], [-2.0216, 0.5863, 0.8580], [1.8310, 0.1431, 2.6153], [0.8948, -0.9098, 2.7427], [0.9962, -0.1109, 2.2092], [-0.1545, -2.8448, -1.1927], [0.4427, -2.7394, 0.2511], [0.6401, -2.6404, -0.6716]], "forces_ev_per_a": [[-2.191, 0.025, 1.223], [0.429, -3.086, -0.602], [-0.003, 2.008, 0.497], [1.347, 1.077, -0.549], [0.540, 0.097, 0.261], [-0.058, 0.647, -0.554], [0.666, 0.024, 0.102], [-0.959, -0.826, -0.299], [1.029, 1.065, 0.224], [0.946, 1.055, 0.489], [-1.916, -2.117, -0.853], [0.336, 0.798, -0.165], [-0.781, -0.254, -0.278], [0.632, -0.465, 0.615], [0.340, -0.172, 0.520], [-0.368, -0.262, 0.610], [0.013, 0.388, -1.240]], "mulliken_charge": [-0.34, 0.11, -0.19, 0.31, 0.33, 0.34, 0.25, 0.24, 0.33, 0.33, -0.68, 0.31, 0.31, -0.63, 0.34, 0.32, -0.68], "de_lowest_kcal_mol": 36.4, "orbital_gap_ev": 11.3, "total_charge": 1}